[1]
Molecular formula: C25H41O13PdS4
Method: DFT, wB97M-V/def2-TZVPD

Structure (XYZ):
```
84
Properties=species:S:1:pos:R:3:mulliken_charge:R:1
Pd 0.00691 0.23680 0.26243 1.385
C -3.38334 1.81210 -1.62277 -0.901
C -2.06067 2.65432 -1.38471 0.296
C -2.31839 3.97576 -0.76809 -1.360
O -1.26139 1.77327 -0.62422 -0.525
H -3.20694 0.83434 -2.07106 -0.072
H -4.06311 2.39904 -2.24044 0.505
H -3.91240 1.71532 -0.67470 -0.041
H -1.66728 2.96741 -2.35183 0.125
H -1.46808 4.65098 -0.86377 0.078
H -2.55199 3.88737 0.29291 0.212
H -3.15072 4.39309 -1.33480 0.445
C 3.58464 -1.33776 -2.21354 -0.622
C 4.70074 -2.17040 -1.78766 0.196
C 4.59122 -3.01432 -0.45102 0.263
O 5.44236 -3.90155 -0.11397 -0.840
C 3.36410 -2.82834 0.27786 -0.242
C 2.40377 -1.94666 -0.06574 0.023
C 2.44757 -1.32199 -1.44610 0.292
O 1.55030 -0.47215 -1.78357 -0.605
O 1.42091 -1.74665 0.73603 -0.648
O 5.66104 -2.37953 -2.56373 -0.737
H 3.70512 -0.75646 -3.11574 0.441
H 3.30717 -3.34751 1.22317 0.314
C -0.53623 -2.37845 -4.13501 -0.340
C -0.67217 -3.75027 -3.55007 -0.702
C -0.68797 -3.58912 -2.05102 -0.418
S -1.91209 -2.13474 -1.85209 1.060
O -1.38298 -1.24293 -0.81163 0.350
O -3.26605 -2.66960 -1.76736 -0.844
C -1.60353 -1.47501 -3.54560 -0.770
H -0.68307 -2.42193 -5.21420 0.386
H 0.43552 -1.89897 -4.01714 -0.006
H 0.01996 -4.48986 -3.95263 0.406
H -1.61233 -4.20662 -3.85980 0.297
H 0.25684 -3.18691 -1.68539 -0.101
H -0.94991 -4.56916 -1.65227 0.473
H -1.46684 -0.39585 -3.47616 0.271
H -2.54082 -1.53882 -4.09834 0.466
C -4.63904 -1.42956 0.74487 0.129
C -5.13878 -0.22227 1.45693 -0.778
C -3.93114 0.41863 2.16769 -0.428
S -2.65060 -0.91383 2.46557 1.052
O -2.52617 -1.15589 3.91499 -0.842
O -1.44183 -0.70277 1.69613 -0.562
C -3.60985 -2.29353 1.63659 -0.905
H -4.16546 -1.07514 -0.17067 -0.300
H -5.43092 -2.08767 0.38722 0.525
H -5.94540 -0.55552 2.10992 0.255
H -5.54260 0.52836 0.77753 0.448
H -4.00917 0.86974 3.15688 0.465
H -3.51937 1.18350 1.50927 -0.150
H -4.09607 -2.87326 2.42119 0.462
H -3.03625 -2.90709 0.94189 0.332
C 2.15097 4.98474 -1.41203 -0.756
C 2.29170 3.83390 -2.48658 -0.344
C 3.12167 2.69843 -1.91795 -0.394
S 2.70453 2.61109 -0.16439 1.111
O 3.84988 2.35852 0.67930 -0.898
O 1.50439 1.80101 0.03093 -0.121
C 2.17051 4.41167 0.04915 -0.887
H 1.23202 5.53079 -1.62523 0.351
H 2.95327 5.71083 -1.54325 0.314
H 2.77369 4.26864 -3.36224 0.457
H 1.24298 3.59165 -2.65861 0.058
H 4.17834 2.96538 -1.93504 0.425
H 2.89558 1.72551 -2.35429 -0.054
H 2.98102 4.93556 0.55582 0.407
H 1.22200 4.54761 0.56870 0.414
C 2.51099 -1.63892 4.39580 -0.878
C 1.01141 -1.53557 4.69951 -0.300
C 0.68361 -0.06663 4.79936 -0.798
S 1.54006 0.80661 3.51458 0.952
O 1.96873 2.06698 4.03360 -0.846
O 0.75158 0.82189 2.26321 -0.478
C 2.83579 -0.50724 3.40254 -0.408
H 2.85346 -2.60523 4.02559 0.307
H 3.05652 -1.51132 5.33079 0.377
H 0.61691 -2.09124 5.55022 0.538
H 0.52515 -2.01286 3.84872 -0.018
H 1.02960 0.20206 5.79745 0.341
H -0.37828 0.16423 4.71444 0.330
H 3.72462 -0.17282 3.93756 0.457
H 3.14026 -0.80699 2.39976 0.130
```

Output
**E**: -100019.735 eV
**HOMO-LUMO gap (alpha / beta)**: 2.9 / 4.2 eV
**Highest occupied orbital energy (alpha / beta)**: 1.06 / -0.29 eV
**2S+1**: 4
**Net charge**: -2

---

[2]
Molecular formula: C25H41O18
Method: DFT, wB97M-V/def2-TZVPD

Structure (XYZ):
```
84
Properties=species:S:1:pos:R:3:mulliken_charge:R:1
C 5.35106 -1.48901 0.42736 -0.859
O 5.53900 -1.00319 -0.88745 -0.263
C 4.62053 -1.56174 -1.81628 -1.101
C 3.17224 -1.14535 -1.61919 -0.459
C 3.00989 0.37860 -1.44046 -0.880
C 1.63080 0.72914 -0.86559 1.241
O 1.57595 0.17556 0.43789 -0.487
C 0.47690 0.05995 -1.66786 -0.974
O -0.43536 -0.62240 -0.85195 -0.228
C -1.76595 -0.12881 -0.92483 -0.289
C -2.69808 -1.27243 -0.44556 0.584
O -2.60246 -1.63806 0.75316 -0.773
O -3.45961 -1.79197 -1.31152 -0.842
O 1.33068 2.11197 -0.83341 -0.418
C 2.43721 2.98535 -0.67614 -0.797
H 5.42685 -0.64708 1.11842 0.274
H 4.39475 -1.98166 0.59774 0.386
H 6.16746 -2.16170 0.70662 0.274
H 4.66116 -2.65536 -1.70527 0.370
H 4.97710 -1.37151 -2.82762 0.460
H 2.67480 -1.67807 -0.81257 0.347
H 2.64746 -1.42984 -2.53109 0.346
H 3.82525 0.68400 -0.78729 0.530
H 3.10081 0.82343 -2.43714 0.268
H 2.12679 0.72592 1.00529 0.472
H -0.06585 0.87829 -2.14640 0.430
H 0.85504 -0.57028 -2.47470 0.084
H -2.07783 0.10574 -1.94550 0.379
H -1.91456 0.74742 -0.28104 0.122
H 2.91500 3.13749 -1.64570 0.260
H 2.02649 3.94109 -0.35366 0.308
H 3.14630 2.67015 0.09175 0.305
C -2.23409 -5.76294 -1.90347 -1.431
C -0.75443 -5.48887 -1.81607 0.476
C -0.39038 -4.22662 -1.08927 -0.161
O 0.90666 -3.93489 -1.65554 -0.230
C 0.91479 -4.44702 -2.90292 0.631
O 1.76169 -4.23716 -3.71680 -0.589
O -0.17200 -5.23507 -3.11213 -0.404
H -2.43229 -6.55470 -2.62827 0.377
H -2.62204 -6.06982 -0.93280 0.383
H -2.77944 -4.87644 -2.23086 0.317
H -0.23632 -6.35690 -1.39225 0.236
H -0.32552 -4.35153 -0.01197 0.375
H -1.06134 -3.39396 -1.31326 -0.054
C -4.69056 1.37699 2.09645 -1.018
C -3.91983 2.59036 2.54720 0.556
C -4.63577 3.48422 3.52681 -0.161
O -3.97047 4.74714 3.29993 -0.399
C -3.54914 4.74521 2.01200 0.613
O -3.12382 5.70154 1.44194 -0.581
O -3.68478 3.51623 1.46195 -0.390
H -4.21107 0.91418 1.23358 0.095
H -4.75011 0.63927 2.89375 0.369
H -5.70544 1.64651 1.79408 0.175
H -2.94279 2.28419 2.93253 0.193
H -4.52841 3.16929 4.55816 0.411
H -5.68221 3.61357 3.29457 0.174
C 10.65337 -0.67387 -3.77709 -1.483
C 9.64913 -0.59509 -2.65483 0.649
C 9.34844 0.79359 -2.15486 -0.499
O 8.89271 0.53294 -0.82241 -0.297
C 9.50756 -0.60818 -0.41411 0.635
O 9.49684 -1.02045 0.69829 -0.539
O 10.14167 -1.21413 -1.45467 -0.369
H 10.98167 -1.70286 -3.92220 0.358
H 10.21549 -0.31227 -4.70732 0.380
H 11.54229 -0.08079 -3.55486 0.349
H 8.73053 -1.11651 -2.93954 0.219
H 8.57988 1.30129 -2.73326 0.297
H 10.23688 1.42820 -2.09475 0.311
C -11.25574 1.82617 3.88345 -1.465
C -9.99833 2.55978 4.27605 0.513
C -9.40763 3.44357 3.20818 -0.536
O -8.03341 3.50276 3.61229 -0.308
C -7.76017 2.34438 4.27015 0.645
O -6.67415 1.98130 4.58141 -0.474
O -8.90659 1.65602 4.51509 -0.364
H -11.48578 1.04908 4.61189 0.357
H -12.09863 2.51511 3.82878 0.383
H -11.14095 1.33588 2.91576 0.349
H -10.16757 3.12059 5.20079 0.252
H -9.84679 4.43801 3.17820 0.293
H -9.45145 2.99704 2.21223 0.313
```

Output
**E**: -63446.097 eV
**HOMO-LUMO gap**: 6.3 eV
**Highest occupied orbital energy**: -4.40 eV
**2S+1**: 1
**Relative energy (zero: lowest compared OMol25 entry of this formula, charge and spin)**: 10.6 kcal per mole
**Net charge**: -1

---

[3]
Molecular formula: C25H42Cl2O2P2V
Method: DFT, wB97M-V/def2-TZVPD

Structure (XYZ):
```
74
Properties=species:S:1:pos:R:3:mulliken_charge:R:1
V -1.86422 -2.55179 -0.30732 -0.459
C -0.75636 0.61773 -2.00862 0.276
C -1.93676 0.84460 -1.20872 0.251
C -0.12303 0.56651 0.18966 0.244
C 0.33501 0.38122 -1.13181 1.081
C -1.49207 0.91021 0.15469 0.794
C -0.58685 0.89993 -3.46964 -1.266
H -1.47377 1.36846 -3.92617 0.383
H -0.30778 0.00090 -4.03352 0.381
H 0.23464 1.61444 -3.60598 0.386
C 1.73875 0.20090 -1.50196 -1.121
H 1.86186 0.06530 -2.58283 0.550
H 2.16488 -0.66890 -0.97888 0.040
H 2.34060 1.08108 -1.21782 0.445
C 0.77712 0.55484 1.34952 -0.900
H 1.35323 1.48214 1.40693 0.527
H 1.48012 -0.27411 1.26835 -0.061
H 0.23401 0.46775 2.29495 0.341
C -2.18053 1.68465 1.21556 -1.364
H -1.68437 2.66476 1.33209 0.366
H -2.12926 1.21495 2.19813 0.170
H -3.23095 1.89982 0.96383 0.529
C -3.28264 1.30737 -1.68838 -1.524
H -3.58142 2.19780 -1.10920 0.521
H -4.07404 0.54714 -1.55458 0.260
H -3.26513 1.62032 -2.74528 0.347
C -1.09670 -4.18741 -0.47863 -0.095
C -1.39592 -4.10226 -1.97345 -0.284
C -2.77947 -4.60167 -2.42740 -1.316
C -3.94438 -4.01674 -1.64168 -1.526
C -3.60311 -3.08728 -0.49773 -0.481
C -3.33619 -3.51635 0.88393 0.385
C -2.60289 -4.72589 1.33342 -0.874
C -1.78233 -5.32223 0.22222 -1.376
H -2.80125 -5.70196 -2.39399 0.568
H -4.53368 -4.82705 -1.18557 0.372
H -2.90012 -4.36773 -3.51191 0.459
H -2.35501 -5.99481 -0.45309 0.220
H -0.06672 -4.05837 -0.16598 0.893
H -0.62106 -4.62099 -2.55552 0.806
H -0.99709 -6.00115 0.59214 0.550
H -1.92204 -4.49603 2.14566 -0.062
H -4.16324 -3.21907 1.55209 1.162
H -3.23383 -5.49772 1.78539 0.573
H -4.63127 -3.44019 -2.29141 0.324
H -4.10590 -2.07726 -0.58637 1.230
P -0.96413 -2.34810 -2.42869 0.942
C 0.75028 -2.51536 -2.92342 -0.926
C -2.42544 -1.74977 -3.25990 -1.880
P -1.12920 -1.35285 3.04814 0.016
C -0.77811 -1.95082 1.32427 0.693
C -2.91871 -1.12768 2.66469 -1.224
C -1.04420 -3.08121 3.79599 -1.220
H 1.40736 -2.43028 -2.03517 0.144
H 0.94197 -1.74133 -3.68252 0.435
H 0.85090 -3.52946 -3.34040 0.577
H -3.21301 -1.39518 -2.58192 0.343
H -2.82174 -2.50525 -3.93096 0.655
H -2.08417 -0.91199 -3.85531 0.499
H -2.02315 -3.56797 3.87780 0.434
H -0.62730 -2.91152 4.80084 0.450
H -0.34371 -3.74822 3.27241 0.471
H 0.24094 -2.17827 0.99492 -0.805
H -1.33782 -2.95723 1.26138 -0.428
H -3.20659 -0.24573 3.23319 0.596
H -3.54615 -1.95807 2.97135 0.332
H -3.15461 -0.89133 1.62225 0.193
Cl 4.40594 -1.34999 1.54861 -0.164
C 3.27271 -2.62268 2.18945 0.155
Cl 2.25451 -2.01656 3.47842 -0.100
C 2.37777 -3.15201 1.03242 0.060
O 1.82384 -4.20918 1.37995 -0.649
O 2.27702 -2.49962 -0.06207 -0.725
H 3.90094 -3.46396 2.56440 0.401
```

Output
**E**: -99985.023 eV
**HOMO-LUMO gap (alpha / beta)**: 4.0 / 4.0 eV
**Highest occupied orbital energy (alpha / beta)**: -13.71 / -13.70 eV
**2S+1**: 2
**Relative energy (zero: lowest compared OMol25 entry of this formula, charge and spin)**: 65.5 kcal per mole
**Net charge**: +2